(1)
Molecular formula: C7H8N3O3S
Method: DFT, ωB97M-V with the def2-TZVPD basis set

Values from the calculation:
highest occupied orbital energy = -0.1658 hartree
ΔE to the lowest compared entry with this formula, charge and spin = 41.9 kcal per mole

The geometry in ORCA input format:
```
! wB97M-V def2-TZVPD RIJCOSX def2/J DEFGRID3
* xyz -1 1
C 0.477 2.227 2.016
C -1.965 1.635 0.048
C -0.229 3.131 2.584
C -0.156 2.660 -1.412
C -0.219 -1.707 2.366
C 0.287 -0.692 1.736
C -0.959 -2.761 1.623
N -1.373 2.149 -0.840
N -0.498 3.104 -2.554
N 0.906 2.622 -0.652
O -2.629 0.872 0.627
O -0.792 4.138 2.846
O 2.485 0.516 2.083
S 1.105 0.669 2.674
H -0.195 -1.904 3.408
H 0.233 -0.811 0.627
H -1.851 -2.450 1.016
H -0.213 -3.231 0.888
H -1.409 -3.664 2.191
H 0.236 3.477 -3.166
H 0.891 2.630 0.453
H 1.736 2.843 -1.145
*
```

***

(2)
Molecular formula: C48H128F6N12O28S6
Method: DFT, ωB97M-V with the def2-TZVPD basis set

Values from the calculation:
highest occupied orbital energy = -0.4091 hartree

The geometry in ORCA input format:
```
! wB97M-V def2-TZVPD RIJCOSX def2/J DEFGRID3
* xyz 6 1
C 13.017 -8.800 0.194
C 12.166 -8.585 1.534
O 11.334 -7.751 1.798
N 12.529 -9.497 2.558
H -7.675 11.948 -2.344
H 12.892 -10.379 2.260
C 11.702 -9.597 3.717
H 13.492 -9.762 0.027
H 13.669 -7.932 0.066
H 12.307 -8.754 -0.648
H 11.564 -8.709 4.236
H 12.164 -10.333 4.383
H 10.704 -10.058 3.505
C -5.490 4.052 6.912
C -6.433 3.348 5.977
O -7.128 3.737 5.115
N -6.668 1.800 6.323
H -5.792 1.333 5.938
H -6.631 1.667 7.318
C -7.838 1.245 5.674
H -5.840 5.084 7.091
H -4.438 4.026 6.511
H -5.484 3.590 7.936
H -8.713 1.876 5.935
H -7.914 0.253 6.106
H -7.755 1.156 4.569
C -12.999 -4.395 -6.475
O -13.263 -5.057 -7.562
C -12.124 -5.674 -8.344
C -12.676 -5.959 -9.821
N -13.681 -7.050 -9.885
H -13.284 -7.861 -9.341
H -14.632 -6.695 -9.513
C -13.749 -7.686 -11.284
C -12.655 -8.630 -11.625
O -12.556 -9.953 -10.875
C -13.408 -10.864 -11.177
H -16.219 0.685 -3.701
H -12.120 -4.173 -5.817
H -14.414 -3.730 -5.975
H -11.659 -6.467 -7.804
H -11.437 -4.807 -8.600
H -11.828 -6.333 -10.272
H -13.055 -5.108 -10.342
H -13.448 -6.864 -11.902
H -14.822 -7.899 -11.621
H -11.652 -8.173 -11.448
H -12.703 -8.871 -12.732
H -10.528 -9.836 -7.376
H -13.281 -11.837 -10.633
H -14.032 -10.772 -12.077
C -2.450 12.334 -5.055
O -2.766 11.680 -6.186
C -3.825 12.108 -7.097
C -3.653 11.315 -8.345
N -4.001 9.889 -8.233
H -3.526 9.245 -8.912
H -3.773 9.525 -7.301
C -5.542 9.687 -8.672
C -6.039 8.230 -8.621
O -5.197 7.353 -9.304
C -5.913 6.274 -9.831
H -2.485 13.461 -4.920
H 1.248 11.312 -5.316
H -1.970 11.773 -4.345
H -3.871 13.192 -7.331
H -4.719 11.796 -6.537
H -2.580 11.466 -8.553
H -4.107 11.775 -9.251
H -5.542 10.174 -9.609
H -6.008 10.293 -7.928
H -7.051 8.360 -8.971
H -6.146 7.941 -7.563
H -5.215 5.618 -10.390
H -6.741 6.632 -10.824
H -6.445 5.755 -8.961
C 9.391 8.812 2.113
O 9.907 9.687 3.100
C 9.708 11.033 2.753
C 9.004 11.883 3.821
N 10.084 12.277 4.837
H 10.990 12.414 4.339
H 9.862 13.128 5.364
C 10.316 11.251 5.926
C 9.240 11.510 6.990
O 7.984 11.456 6.498
C 6.990 11.672 7.481
H 8.319 8.850 2.008
H 9.660 7.793 2.401
H 9.759 9.000 1.045
H 9.047 11.042 1.838
H 10.717 11.440 2.433
H 8.212 11.320 4.288
H 8.683 12.802 3.401
H 11.230 11.435 6.504
H 10.297 10.250 5.511
H 9.421 12.431 7.642
H 9.394 10.728 7.743
H 6.894 10.917 8.248
H 6.163 11.503 6.818
H 7.074 12.680 7.941
C 0.000 -5.868 3.434
O -1.291 -5.969 4.122
C -1.227 -5.708 5.526
C -2.499 -6.213 6.120
N -3.601 -5.359 5.437
H -3.662 -4.379 5.765
H -3.360 -5.425 4.450
C -4.924 -6.017 5.517
C -5.763 -5.225 4.449
O -5.126 -5.402 3.210
C -5.242 -6.735 2.745
H 0.681 -6.637 3.814
H 0.479 -4.867 3.524
H -0.087 -6.072 2.383
H -1.112 -4.616 5.632
H -0.317 -6.253 5.873
H -2.540 -6.103 7.190
H -2.667 -7.249 5.849
H -5.435 -5.822 6.464
H -4.770 -7.097 5.385
H -5.605 -4.114 4.567
H -6.822 -5.462 4.596
H -5.657 -7.469 3.496
H -4.269 -7.060 2.392
H -5.893 -6.742 1.882
C 2.395 -6.022 -10.650
O 2.822 -5.149 -9.606
C 4.079 -5.513 -9.000
C 4.268 -4.690 -7.675
N 4.186 -3.176 -8.004
H 4.824 -2.927 -8.757
H 3.240 -3.040 -8.380
C 4.247 -2.331 -6.832
C 4.066 -0.976 -7.408
O 2.846 -0.985 -8.189
C 2.804 0.050 -9.127
H 3.110 -5.860 -11.461
H 1.352 -5.819 -10.968
H 2.554 -7.109 -10.394
H 4.907 -5.384 -9.714
H 3.917 -6.572 -8.660
H 5.249 -4.915 -7.339
H 3.484 -4.992 -6.925
H 5.311 -2.387 -6.430
H 3.526 -2.744 -6.016
H 4.845 -0.685 -8.168
H 4.122 -0.208 -6.631
H 2.712 1.008 -8.675
H 2.031 -0.134 -9.814
H 3.737 -0.029 -9.761
C 6.013 0.747 14.778
O 6.811 0.540 13.489
C 5.926 1.057 12.422
C 6.567 1.031 11.084
N 7.246 -0.273 10.832
H 7.786 -0.584 11.650
H 6.539 -1.014 10.766
C 8.175 -0.072 9.706
C 9.033 -1.294 9.370
O 8.297 -2.439 9.136
C 8.904 -3.265 8.095
H 6.040 1.833 15.058
H 6.592 0.134 15.488
H 4.971 0.501 14.691
H 5.589 2.017 12.759
H 4.944 0.567 12.403
H 7.251 1.815 10.853
H 5.801 1.104 10.363
H 8.798 0.854 9.920
H 7.560 0.123 8.835
H 9.832 -1.549 10.036
H 9.581 -1.125 8.464
H 9.471 -2.712 7.410
H 8.158 -3.808 7.414
H 9.493 -4.092 8.622
C 1.760 -3.929 0.150
O 0.841 -3.021 0.810
C 1.433 -1.813 1.322
C 0.333 -1.013 2.000
N -0.961 -1.123 1.239
H -0.954 -0.444 0.476
H -0.941 -2.052 0.811
C -2.310 -1.149 1.924
C -3.315 -0.378 1.149
O -3.226 -0.713 -0.239
C -4.263 -0.175 -1.032
H 2.358 -4.482 0.902
H 2.517 -3.501 -0.477
H 1.197 -4.564 -0.489
H 1.820 -1.263 0.471
H 2.211 -2.041 2.068
H 0.543 0.055 2.267
H 0.043 -1.561 2.877
H -2.146 -0.708 2.968
H -2.465 -2.146 2.239
H -3.053 0.651 1.232
H -4.373 -0.522 1.381
H -5.170 -0.800 -0.894
H -3.838 -0.203 -2.034
H -4.414 0.860 -0.687
N 2.557 2.790 -0.920
S 0.878 2.658 -1.474
O 0.501 1.421 -0.754
O 1.180 3.105 -2.773
F 0.137 3.831 -0.916
S 3.141 3.858 0.094
O 4.412 4.345 0.305
O 2.645 2.536 0.793
F 2.158 4.898 0.560
N -1.540 -0.663 -2.733
S -2.614 -8.685 -0.840
O -3.143 -9.539 0.138
O -1.429 -0.755 -3.746
F -1.323 -9.403 -1.311
S 1.315 -2.845 -3.301
O 2.601 -2.290 -3.100
O 1.110 -2.929 -4.760
F 1.752 -4.508 -2.746
N -2.780 -0.326 4.617
S -2.708 1.327 4.757
O -3.934 1.971 4.891
O -1.915 1.788 3.706
F -1.890 1.554 6.062
S -4.047 -1.122 5.231
O -4.945 -0.296 6.020
O -3.664 -2.409 5.593
F -4.928 -1.367 3.812
*
```

***

(3)
Molecular formula: C2H3F3N2O
Method: DFT, ωB97M-V with the def2-TZVPD basis set

Values from the calculation:
highest occupied orbital energy = -0.3425 hartree
ΔE to the lowest compared entry with this formula, charge and spin = 148.9 kcal per mole

The geometry in ORCA input format:
```
! wB97M-V def2-TZVPD RIJCOSX def2/J DEFGRID3
* xyz 0 1
C -0.250 0.608 -0.599
C 0.549 -0.655 -0.359
N -1.322 -1.317 0.646
N 0.253 1.664 -0.241
O -0.075 -1.534 0.534
F 1.843 -0.350 -0.144
F 0.718 -1.445 -1.594
F -1.303 -0.499 1.857
H 1.146 1.593 0.270
H -0.136 2.645 -0.186
H -1.425 -0.710 -0.184
*
```

***

(4)
Molecular formula: C20H35BrN8O2S4SeZr
Method: DFT, ωB97M-V with the def2-TZVPD basis set

Values from the calculation:
highest occupied orbital energy = -0.6801 hartree
ΔE to the lowest compared entry with this formula, charge and spin = 30.5 kcal per mole

The geometry in ORCA input format:
```
! wB97M-V def2-TZVPD RIJCOSX def2/J DEFGRID3
* xyz 4 1
Zr -0.494 -0.313 -0.336
C 1.761 1.265 -2.946
C 0.373 1.383 -3.545
S -1.014 1.579 -2.360
C -1.091 3.361 -1.886
C 0.096 3.883 -1.090
S 0.761 2.492 -0.097
C 1.574 3.311 1.338
C 1.991 2.206 2.302
S 2.081 0.586 1.454
C 3.479 0.936 0.299
C 3.479 0.054 -0.934
S 1.870 -0.180 -1.797
H 2.079 2.159 -2.415
H 2.458 1.070 -3.766
H 0.119 0.472 -4.096
H 0.333 2.217 -4.248
H -2.006 3.401 -1.289
H -1.240 3.943 -2.796
H -0.220 4.685 -0.423
H 0.890 4.258 -1.737
H 0.875 4.008 1.797
H 2.431 3.877 0.967
H 1.254 2.052 3.090
H 2.954 2.414 2.766
H 4.402 0.768 0.859
H 3.415 1.988 0.031
H 3.791 -0.961 -0.692
H 4.179 0.448 -1.673
N -3.933 0.965 -0.481
N -4.605 -0.018 -1.235
C -3.925 -0.990 -1.842
N -4.536 -1.915 -2.541
N -2.567 -0.903 -1.651
N -1.789 -1.847 -2.047
O -2.108 -2.874 -2.558
O -0.563 -1.593 -1.812
H -4.470 1.129 0.373
H -3.937 1.843 -1.005
H -5.611 0.064 -1.382
H -5.543 -1.922 -2.650
H -4.033 -2.679 -2.987
C -2.303 3.478 3.590
C -2.301 2.072 3.119
C -2.892 1.029 3.845
C -2.921 -0.247 3.302
C -2.326 -0.449 2.069
Br -2.509 -2.122 1.140
N -1.667 0.498 1.378
C -1.699 1.738 1.907
H -3.086 3.642 4.323
H -2.437 4.175 2.766
H -1.357 3.717 4.078
H -3.352 1.212 4.805
H -3.400 -1.068 3.811
H -1.235 2.515 1.310
C 1.134 -4.330 -1.837
N 2.079 -4.378 -0.754
C 3.073 -5.297 -0.629
C 3.717 -5.047 0.546
N 3.116 -3.976 1.126
C 3.453 -3.424 2.410
C 2.115 -3.568 0.321
Se 0.773 -2.316 0.875
H 1.364 -5.135 -2.535
H 1.189 -3.369 -2.355
H 0.121 -4.484 -1.455
H 3.253 -6.064 -1.357
H 4.537 -5.568 0.996
H 4.508 -3.593 2.630
H 2.856 -3.908 3.189
H 3.236 -2.355 2.420
*
```

***

(5)
Molecular formula: C30H75O20P5
Method: DFT, ωB97M-V with the def2-TZVPD basis set

Values from the calculation:
highest occupied orbital energy = -0.3810 hartree
ΔE to the lowest compared entry with this formula, charge and spin = 111.1 kcal per mole
SMILES string = CCOP(=O)(OCC)OCC.CCOP(=O)(OCC)OCC.CCOP(=O)(OCC)OCC.CCOP(=O)(OCC)OCC.CCOP(=O)(OCC)OCC

The geometry in ORCA input format:
```
! wB97M-V def2-TZVPD RIJCOSX def2/J DEFGRID3
* xyz 0 1
C 2.510 3.891 3.103
C 2.107 5.377 3.325
O 0.686 5.296 3.571
P -0.310 6.651 3.600
O 0.317 7.794 2.925
O -0.604 6.933 5.225
C -0.540 8.211 5.732
C 0.787 8.387 6.370
O -1.752 6.228 3.080
C -1.867 5.617 1.804
C -2.450 6.610 0.881
H 3.573 3.843 2.866
H 2.280 3.318 4.002
H 1.919 3.491 2.279
H 2.600 5.828 4.186
H 2.226 6.146 2.563
H -0.717 8.990 4.991
H -1.233 8.423 6.547
H 0.967 7.820 7.284
H 1.640 8.225 5.712
H 0.852 9.437 6.655
H -0.922 5.191 1.467
H -2.569 4.783 1.775
H -3.352 7.090 1.260
H -1.825 7.470 0.639
H -2.760 6.109 -0.035
C -6.485 1.899 -10.041
C -5.519 2.599 -9.064
O -4.669 1.666 -8.557
P -4.555 1.540 -6.940
O -3.550 0.574 -6.456
O -4.397 3.038 -6.431
C -3.433 3.341 -5.343
C -3.871 4.560 -4.522
O -6.020 1.120 -6.495
C -6.128 0.126 -5.507
C -6.085 -1.277 -6.073
H -7.331 2.554 -10.246
H -6.082 1.636 -11.018
H -6.899 0.973 -9.640
H -4.917 3.397 -9.499
H -6.120 3.115 -8.315
H -3.171 2.515 -4.682
H -2.454 3.451 -5.810
H -2.984 5.002 -4.070
H -4.435 5.259 -5.139
H -4.538 4.205 -3.735
H -5.479 0.136 -4.632
H -7.179 0.158 -5.221
H -6.130 -1.942 -5.211
H -6.968 -1.506 -6.670
H -5.208 -1.504 -6.680
C 0.061 4.078 -3.010
C -1.111 3.288 -2.364
O -0.595 2.986 -1.017
P 0.549 1.924 -0.630
O 1.881 2.604 -0.552
O 0.023 1.259 0.717
C 0.797 0.814 1.815
C 0.610 -0.709 2.208
O 0.315 0.777 -1.739
C 0.840 -0.487 -1.493
C 0.516 -1.469 -2.584
H -0.140 4.349 -4.046
H 0.262 5.030 -2.518
H 1.012 3.547 -2.969
H -2.114 3.648 -2.135
H -1.411 2.383 -2.893
H 1.857 1.065 1.800
H 0.488 1.441 2.651
H 1.546 -1.249 2.064
H 0.396 -0.805 3.272
H -0.129 -1.072 1.494
H 1.907 -0.288 -1.398
H 0.371 -0.929 -0.614
H 0.981 -2.419 -2.319
H -0.547 -1.704 -2.538
H 0.750 -1.103 -3.584
C 3.461 -8.084 -3.441
C 4.306 -6.794 -3.138
O 4.248 -5.975 -4.393
P 3.039 -4.846 -4.404
O 2.506 -4.486 -3.087
O 3.604 -3.597 -5.267
C 4.372 -2.602 -4.682
C 3.870 -1.207 -5.120
O 2.007 -5.573 -5.446
C 2.398 -6.311 -6.612
C 1.309 -5.796 -7.636
H 2.889 -7.761 -4.310
H 4.068 -8.878 -3.875
H 2.977 -8.448 -2.534
H 3.844 -6.280 -2.295
H 5.326 -6.811 -2.754
H 4.510 -2.808 -3.620
H 5.388 -2.716 -5.060
H 2.914 -0.912 -4.689
H 4.604 -0.425 -4.924
H 3.640 -1.047 -6.174
H 3.314 -5.953 -7.082
H 2.299 -7.377 -6.407
H 0.352 -5.878 -7.121
H 1.722 -4.872 -8.041
H 1.251 -6.286 -8.607
C -1.291 -5.523 9.981
C -0.205 -4.702 10.560
O 0.298 -3.934 9.554
P 1.804 -4.202 8.984
O 2.095 -5.501 8.347
O 2.740 -3.767 10.250
C 4.177 -4.032 10.360
C 4.224 -5.170 11.366
O 1.989 -2.932 7.966
C 1.744 -3.099 6.591
C 0.375 -2.430 6.239
H -1.829 -6.062 10.760
H -2.017 -5.041 9.327
H -0.980 -6.297 9.279
H -0.445 -4.021 11.376
H 0.622 -5.323 10.907
H 4.535 -4.371 9.388
H 4.642 -3.077 10.606
H 4.211 -4.806 12.393
H 3.358 -5.832 11.378
H 5.191 -5.661 11.257
H 2.471 -2.495 6.047
H 1.873 -4.158 6.365
H 0.548 -1.376 6.018
H 0.139 -2.675 5.204
H -0.559 -2.539 6.789
*
```

***

(6)
Molecular formula: C5H10O
Method: DFT, ωB97M-V with the def2-TZVPD basis set

Values from the calculation:
highest occupied orbital energy = -0.3615 hartree
ΔE to the lowest compared entry with this formula, charge and spin = 7.3 kcal per mole
SMILES string = CC(C)CC=O

The geometry in ORCA input format:
```
! wB97M-V def2-TZVPD RIJCOSX def2/J DEFGRID3
* xyz 0 1
C -1.175 -0.908 -0.499
C -0.240 0.294 -0.319
C -0.974 1.489 0.291
C 0.967 -0.061 0.550
C 2.015 -0.918 -0.112
O 1.987 -1.278 -1.265
H -2.157 -0.582 -0.860
H -1.330 -1.433 0.452
H -0.767 -1.628 -1.215
H 0.136 0.580 -1.309
H -0.338 2.382 0.294
H -1.883 1.728 -0.273
H -1.270 1.284 1.328
H 1.485 0.846 0.900
H 0.641 -0.575 1.469
H 2.868 -1.198 0.545
*
```